Molecular formula: C46H65BF4N4O4S2SeSr
Method: DFT, ωB97M-V/def2-TZVPD

Each line ends with the Mulliken charge.
CARTESIAN COORDINATES (ANGSTROEM)
Sr: -0.0322 -0.0569 -1.4193  3.77
C: 2.8458 1.6490 -4.6632  -1.31
C: 1.8739 1.9978 -3.5423  -0.68
N: 1.0150 0.9099 -3.0515  -0.08
C: -0.3907 0.9892 -3.5862  4.04
C: -0.4106 1.0316 -5.1034  -2.14
C: 1.3886 -0.5199 -3.3612  -1.69
C: 0.2339 -1.6428 -3.5001  -0.01
N: -0.7614 -1.9005 -2.4442  0.26
C: -1.6743 -2.8361 -2.7895  -0.35
C: -2.8256 -2.8957 -1.9788  -0.49
F: -2.9067 -2.0240 -0.9632  -0.02
C: -3.8950 -3.7065 -2.2556  0.28
F: -4.9905 -3.6398 -1.4736  -0.37
C: -3.8921 -4.5766 -3.3316  -0.81
C: -2.7606 -4.5745 -4.1114  0.32
F: -2.6800 -5.4174 -5.1647  -0.38
C: -1.6816 -3.7519 -3.8588  0.11
F: -0.6150 -3.8895 -4.6944  -0.40
H: 3.3824 2.5562 -4.9449  0.46
H: 2.3344 1.2776 -5.5515  0.27
H: 3.5838 0.9047 -4.3563  0.26
H: 1.2073 2.7968 -3.8583  0.36
H: 2.4280 2.3808 -2.6830  0.31
H: -0.9092 1.8856 -3.2735  -0.70
H: -0.8984 0.0692 -3.2447  -2.78
H: -0.1908 2.0466 -5.4406  0.37
H: -1.4027 0.7461 -5.4521  0.48
H: 0.3147 0.3557 -5.5549  0.37
H: 1.7933 -0.6068 -4.3675  0.66
H: 2.2029 -0.8761 -2.7154  -0.14
H: 0.8552 -2.5281 -3.6732  0.66
H: -0.2661 -1.4611 -4.4519  0.48
H: -4.7468 -5.1895 -3.5707  0.47
O: 2.1395 2.4157 0.6496  -0.52
H: 1.1990 2.5790 0.8608  0.33
H: 2.1215 1.5236 0.2822  -0.12
O: -2.0961 0.8804 -1.1484  -0.18
H: -1.9571 0.7065 -2.0867  -0.74
H: -3.0345 1.1001 -1.1017  0.18
O: -0.6273 2.5996 1.0730  -0.60
H: -0.7297 1.6335 1.0637  -0.03
H: -0.8262 2.9192 0.1645  -0.04
C: -3.9865 2.4645 -3.9814  -0.34
O: -4.9364 1.7524 -4.7558  -0.47
C: -4.8051 0.4176 -4.8752  0.08
S: -5.9110 -0.3348 -5.8718  -0.46
S: -3.5621 -0.3494 -4.0188  -0.30
H: -4.2880 3.5086 -4.0397  0.32
H: -2.9750 2.3483 -4.3837  0.13
H: -3.9915 2.1370 -2.9390  0.19
Se: -0.7641 4.0974 -1.9899  -0.53
C: 0.1483 5.6946 -1.5079  0.19
C: 0.9437 5.7550 -0.3605  -0.11
C: 1.6498 6.9043 -0.0398  -0.62
C: 1.5814 8.0297 -0.8536  -0.45
C: 0.7847 7.9851 -1.9915  -0.45
C: 0.0778 6.8354 -2.3117  -0.52
H: 1.0206 4.8809 0.2734  0.21
H: 2.2655 6.9152 0.8530  0.39
H: 2.1444 8.9230 -0.6092  0.33
H: 0.7144 8.8536 -2.6385  0.33
H: -0.5418 6.8079 -3.2001  0.35
C: 0.4470 1.3205 6.0354  -1.55
C: 0.5211 1.8171 4.5877  1.93
C: 0.0056 3.2556 4.5116  -1.74
C: 1.9262 1.6806 4.0286  0.24
C: 2.9045 2.6142 4.3626  -0.78
C: 4.1885 2.5164 3.8602  -1.38
C: 4.5074 1.4943 2.9802  -0.82
C: 3.5617 0.5446 2.6231  0.56
C: 3.8851 -0.5611 1.6360  2.52
C: 4.9177 -0.1377 0.5912  -1.97
C: 4.3370 -1.8321 2.3584  -1.57
C: 2.2780 0.6228 3.1835  -0.20
N: 1.3689 -0.4540 2.9819  0.72
B: 0.5210 -0.8669 1.8316  2.55
N: -0.1114 -2.0484 2.4677  0.62
C: 0.3529 -2.2645 3.7598  -0.70
C: 1.2360 -1.3074 4.0678  -1.78
C: -1.0713 -3.0101 2.0417  -1.22
C: -0.6359 -4.1716 1.3927  0.45
C: -1.5726 -5.1538 1.0849  -0.35
C: -2.8999 -5.0026 1.4421  -1.37
C: -3.3131 -3.8594 2.1074  -0.29
C: -2.4133 -2.8474 2.4160  0.65
C: -2.8543 -1.5777 3.1193  1.66
C: -4.0750 -1.7719 4.0170  -2.03
C: -3.1229 -0.4679 2.0972  -1.25
C: 0.8239 -4.3478 1.0184  1.76
C: 1.0728 -3.8436 -0.4039  -1.20
C: 1.3095 -5.7902 1.1633  -2.03
H: -0.5598 1.4626 6.4360  0.40
H: 1.1444 1.8822 6.6637  0.33
H: 0.6930 0.2619 6.1105  0.34
H: -0.1288 1.1927 3.9700  -0.80
H: 0.5715 3.9196 5.1693  0.36
H: -1.0390 3.2873 4.8298  0.48
H: 0.0506 3.6358 3.4933  0.27
H: 2.6550 3.4338 5.0260  0.25
H: 4.9396 3.2454 4.1417  0.35
H: 5.5030 1.4514 2.5563  0.26
H: 2.9543 -0.7880 1.1100  -1.27
H: 5.9185 -0.0422 1.0197  0.40
H: 4.6485 0.8188 0.1387  0.41
H: 4.9724 -0.8897 -0.2000  0.42
H: 5.2443 -1.6347 2.9370  0.33
H: 4.5533 -2.6295 1.6420  0.39
H: 3.5639 -2.1888 3.0394  0.29
H: 0.0076 -3.0937 4.3581  0.51
H: 1.8108 -1.1764 4.9712  0.69
H: -1.2613 -6.0508 0.5633  0.23
H: -3.6197 -5.7731 1.1956  0.37
H: -4.3589 -3.7508 2.3623  0.22
H: -2.0250 -1.2535 3.7520  -0.18
H: -4.9693 -1.9987 3.4337  0.38
H: -4.2744 -0.8511 4.5695  0.45
H: -3.9242 -2.5776 4.7389  0.42
H: -4.0817 -0.6366 1.5997  0.48
H: -2.3480 -0.4493 1.3365  -0.19
H: -3.1539 0.5102 2.5833  0.43
H: 1.4103 -3.7236 1.6960  -0.49
H: 0.5562 -4.4745 -1.1327  0.31
H: 2.1429 -3.8533 -0.6343  0.53
H: 0.6970 -2.8301 -0.5133  -0.15
H: 0.8842 -6.4376 0.3934  0.38
H: 1.0448 -6.2054 2.1378  0.41
H: 2.3961 -5.8296 1.0585  0.45

Properties
HOMO-LUMO gap   5.88 eV
Energy above the lowest of the compared OMol25 structures with the same formula, charge and spin   75.36 kcal/mol
HOMO level   -2.322 eV
Net charge   -2
Total energy   -5964.697036 Ha